Computed, not measured: a molecular structure, C20H21AuN5O7PS in a non-equilibrium geometry, with ωB97M-V/def2-TZVPD.

Structure (XYZ):
```
56
Properties=species:S:1:pos:R:3:mulliken_charge:R:1
C 1.735 2.804 2.893 -0.86
H -0.171 3.670 1.243 0.48
H -0.710 -4.317 2.339 0.42
N -0.644 1.736 1.901 0.22
H -1.070 -7.108 -0.946 0.43
O -1.764 -0.326 -0.605 -0.71
H -3.345 1.315 -1.570 0.49
C 0.168 2.635 1.103 0.55
P 1.278 -0.034 1.972 0.37
C 0.924 -3.230 -2.001 0.72
H 2.432 0.489 4.045 0.40
C -2.005 4.051 -3.084 -0.53
H 0.807 -0.086 4.355 0.38
H -4.029 3.379 -2.754 0.42
C -0.478 2.021 3.314 -0.90
C 0.089 -3.641 0.457 0.54
H 0.794 2.354 -2.055 0.72
C -0.826 0.430 -1.007 0.36
C -0.544 -4.570 1.295 -1.28
H -0.842 3.033 3.537 0.31
O 0.418 0.227 -0.858 -0.66
H 0.030 2.447 0.029 -1.10
H 2.082 1.125 -0.007 0.36
O 1.564 4.418 -3.207 -0.62
C -0.129 -5.210 -1.333 -0.24
H -1.453 -6.524 1.466 0.38
H -1.132 -0.295 2.139 0.67
H -2.320 4.953 -3.601 0.48
N 0.369 4.691 -3.387 1.02
O 1.323 -2.113 -1.646 -0.69
C -0.440 0.339 1.573 1.15
O -0.989 -5.391 -3.747 -0.64
H 2.792 2.745 3.186 0.36
S 0.268 -5.328 -3.022 1.20
N 0.919 1.905 3.688 0.14
O -0.026 5.714 -3.971 -0.64
C -2.587 2.005 -1.941 -0.60
Au 1.303 -1.187 -0.035 0.77
N 0.954 -3.850 -3.146 -0.69
O 1.256 -6.383 -3.151 -0.65
C -0.647 3.759 -2.885 -0.66
C -0.964 -5.818 0.800 -0.46
C 1.401 0.538 3.678 -0.80
H 1.453 3.845 3.100 0.28
C -1.230 1.698 -1.734 0.57
C 0.295 -3.976 -0.876 1.08
H -0.657 0.156 0.515 -1.58
H 2.072 -2.415 0.680 0.19
N 1.564 2.517 1.481 0.11
C -0.757 -6.154 -0.539 -0.79
C 2.161 1.260 1.078 -0.53
H 3.232 1.249 1.308 0.38
H -1.110 1.365 3.929 0.35
H 0.417 -2.675 0.830 -0.24
C -2.973 3.169 -2.609 -0.58
C -0.257 2.593 -2.216 0.16
```

The calculation puts the HOMO energy (spin up / spin down) at -5.0357 / -8.8445 eV. The charge is 0. The value obtained for the HOMO-LUMO gap (spin up / spin down) is 2.6 / 3.6 eV. Its multiplicity is 3. The LUMO energy (spin up / spin down) is -0.091 / -0.194 Eh.


Computed, not measured: a molecular structure, C20H21BF6N15NaO6S2, with ωB97M-V/def2-TZVPD.

Structure (XYZ):
```
72
Properties=species:S:1:pos:R:3:mulliken_charge:R:1
C -1.115 3.754 2.256 -0.15
O -0.307 -3.857 1.010 -0.71
F 3.140 -4.169 3.300 -0.26
H 2.106 0.792 -3.612 0.31
N 0.625 -2.611 2.990 -0.75
Na 1.027 0.208 0.182 0.50
F -1.883 -3.951 3.541 -0.23
C -0.267 -2.873 -2.384 0.42
F 2.944 -3.430 1.274 -0.19
F -2.955 -2.989 1.927 -0.18
N -0.032 1.938 -1.392 0.96
C 3.848 2.313 0.446 -0.46
N 2.772 1.351 -3.093 -0.64
H -3.347 -5.703 -1.814 0.26
C -1.010 3.100 -3.050 -1.14
H 1.506 -1.838 -2.266 0.14
C -4.316 -1.382 -0.393 -0.71
C -0.630 1.836 -2.567 -0.74
H 0.368 4.958 0.316 -0.25
O 2.300 -1.614 4.480 -0.70
H -4.841 1.599 1.116 0.43
C -2.218 -2.153 -1.543 -0.09
H -2.557 1.941 0.174 0.28
C -1.922 -2.858 2.769 0.54
C -1.035 1.617 2.737 -0.38
F 4.429 -2.576 2.605 -0.23
N -2.802 -3.347 -1.685 -0.66
N -0.991 -1.843 -1.902 0.04
C 4.218 3.638 0.735 -1.27
B 0.536 3.759 0.261 -0.10
C 3.028 4.334 0.694 -0.20
H 2.808 5.379 0.845 0.43
N -0.748 -4.114 -2.592 -0.74
C -3.032 -1.099 -0.849 0.72
H -1.878 -6.257 -2.470 0.26
C 3.191 -3.071 2.528 0.61
C 3.711 -0.409 -1.659 0.29
N 1.017 -2.648 -2.672 -0.16
S -0.377 -2.652 1.786 1.02
C -2.007 -4.272 -2.221 0.34
N -0.012 3.249 -1.086 0.17
N -2.441 0.072 -0.653 0.41
N -0.265 3.119 1.426 -0.22
H 4.716 1.015 -2.678 0.29
C -0.594 3.970 -2.062 -0.33
O -0.575 -1.408 1.091 -0.09
H -1.272 4.816 2.168 0.44
H 4.460 1.426 0.360 0.49
O 2.522 -0.763 -1.394 -0.38
O 2.131 -0.713 2.186 -0.57
H 2.279 1.619 -2.242 0.23
N -0.215 1.806 1.714 0.60
H -1.161 0.624 3.139 0.40
C -1.644 2.822 3.128 -1.36
C -3.089 1.006 0.027 -0.06
N 2.043 3.466 0.399 -0.29
F -2.159 -1.805 3.556 -0.23
H -5.980 -0.594 0.710 0.37
O 4.768 -0.766 -1.117 -0.80
H -0.669 5.043 -1.980 0.39
H -0.778 0.855 -2.993 0.37
H 1.571 -3.463 -2.866 0.28
H 5.202 4.027 0.937 0.39
H -4.742 -2.357 -0.574 0.48
H -1.509 3.342 -3.973 0.42
S 1.974 -1.812 3.099 1.04
C -4.363 0.813 0.546 -0.97
H -2.349 2.988 3.925 0.40
N -2.562 -5.521 -2.418 -0.53
N 3.853 0.500 -2.750 -0.16
C -4.987 -0.403 0.320 -0.48
N 2.542 2.221 0.248 0.69
```

The calculation puts the HOMO energy at -3.1454 eV. The charge is -2. The value obtained for the HOMO-LUMO gap is 7.1 eV. The LUMO energy is 0.145 Eh.


Computed, not measured: a molecular structure, C20H21BF6N15NaO6S2 in a non-equilibrium geometry, with ωB97M-V/def2-TZVPD.

Structure (XYZ):
```
72
Properties=species:S:1:pos:R:3:mulliken_charge:R:1
H -4.504 2.064 -2.013 0.24
H 4.571 1.826 -1.283 0.44
F -2.581 -1.993 4.764 -0.23
H 0.370 -3.531 -3.226 0.45
Na -0.433 -1.154 -0.262 0.85
C -0.264 3.040 1.481 0.68
F -1.782 -0.010 4.391 -0.23
H -0.104 -0.548 -3.180 0.32
C 3.518 1.827 -1.521 -0.23
O -3.353 -1.071 2.107 -0.74
H 2.903 3.915 -1.892 0.36
F -2.829 -5.318 -0.670 -0.21
H -3.205 0.963 -1.630 0.14
N -3.887 5.925 0.572 -0.44
N 3.147 -1.103 0.257 0.12
N 1.487 -2.092 -2.210 0.40
H -1.313 0.495 -3.297 0.32
C 1.356 -3.124 -3.030 -0.20
O -0.634 -5.067 1.345 -0.74
C 2.667 2.864 -1.840 -1.20
H -1.723 -2.092 -4.300 0.30
N 0.488 2.022 1.065 0.61
C 3.505 -2.685 -2.914 -0.24
H 4.581 -2.625 -2.977 0.43
N -2.131 4.508 1.032 -0.69
C -3.240 4.733 0.332 0.35
H 4.588 -0.683 -1.401 -0.24
H -4.843 5.944 0.266 0.27
H -3.682 6.354 1.457 0.26
N 1.525 0.917 -1.887 -0.05
N 2.805 -1.824 -2.143 -0.44
O -2.128 -1.060 -1.391 -0.42
H 1.265 -2.031 2.627 0.36
C 3.447 -1.538 2.404 -1.26
O -0.959 -0.661 1.652 -0.29
N -1.927 2.493 -0.186 -0.05
C 1.430 2.228 -2.056 -0.30
C -2.952 -4.542 0.399 0.54
C 1.938 2.367 2.936 -0.88
N -3.578 1.912 -1.660 -0.26
F -3.379 -5.318 1.433 -0.27
F -0.454 -1.726 4.394 -0.23
H 2.156 0.874 1.396 0.25
N -1.749 -3.031 2.185 -0.56
S -1.301 -3.871 0.921 1.10
B 3.388 -0.729 -1.234 -0.01
H 2.831 -4.361 -4.186 0.38
N 1.937 -1.454 0.732 0.52
C -3.093 2.801 -0.790 0.35
F -3.859 -3.608 0.197 -0.18
O -2.768 -3.005 -2.365 -0.78
C -2.278 -1.866 -2.370 0.46
H -0.581 4.619 2.888 0.49
C 4.074 -1.145 1.237 -0.28
H 3.893 -1.688 3.374 0.40
C 0.053 3.791 2.610 -0.57
H 2.807 2.039 3.491 0.49
H 1.425 3.991 4.249 0.38
C 1.168 3.438 3.353 -0.60
N -3.790 3.931 -0.567 -0.74
C 2.104 -1.721 2.022 -0.36
C 1.564 1.702 1.774 -0.33
N -0.917 -0.319 -3.749 -0.67
C -1.680 -1.303 4.053 0.48
H 5.106 -0.905 1.035 0.46
S -1.988 -1.481 2.241 1.03
O -0.701 -3.103 -0.130 -0.57
C -1.513 3.359 0.711 -0.10
C 2.611 -3.548 -3.512 -1.27
H 0.473 2.667 -2.301 0.45
N -1.892 -1.351 -3.643 -0.19
N 2.813 0.674 -1.566 0.40
```

The calculation puts the HOMO energy at -2.8217 eV. The charge is -2. The value obtained for the HOMO-LUMO gap is 6.8 eV. The LUMO energy is 0.145 Eh.


Computed, not measured: a molecular structure, C20H21BrCoN5O2S5, with ωB97M-V/def2-TZVPD.

Structure (XYZ):
```
55
Properties=species:S:1:pos:R:3:mulliken_charge:R:1
N -0.181 1.817 -0.815 -0.51
C 3.087 3.001 3.279 0.99
N 3.026 -1.804 -0.111 -0.73
C 1.483 2.592 -4.641 -0.83
C 1.419 0.234 -5.111 -0.61
C 5.223 -2.759 0.376 -0.30
C 3.708 3.491 4.448 -0.74
C 0.896 1.813 1.266 -0.66
H 0.854 2.897 1.218 0.75
H 3.892 -4.320 -0.294 0.29
S -1.716 -0.785 1.094 -0.09
H 3.459 2.098 -1.713 0.31
N 2.800 1.556 -1.185 0.05
C 0.722 2.360 -3.504 -0.18
S -2.685 -2.106 -0.108 -0.15
C 4.295 -1.668 -0.071 0.13
H 0.432 3.195 -2.875 0.33
C -0.562 0.864 -1.895 0.22
H -1.599 1.106 -2.179 0.48
C 0.310 1.085 -3.135 0.25
H -0.071 -1.262 -2.771 0.25
O -0.526 -0.450 -1.470 -0.27
N 2.347 -0.684 -0.538 0.84
S 0.404 -3.038 -0.048 -0.06
Co 0.299 -0.765 0.154 -0.61
H 1.819 1.761 -1.337 -0.30
H 5.071 -2.902 1.448 0.24
H 3.546 2.960 5.380 0.33
Br 1.276 -0.698 2.427 -0.16
C 3.157 0.313 -0.803 0.15
H 1.795 3.596 -4.898 0.41
N 0.328 1.116 0.301 0.34
S -1.537 -3.791 0.189 -0.17
C 2.320 1.786 3.356 -1.42
S 4.826 -0.083 -0.553 -0.30
H 1.676 -0.620 -5.725 0.44
H 5.359 6.194 3.232 0.36
C 3.321 3.724 2.091 0.09
C 1.523 1.234 2.364 0.64
H 5.203 -3.974 -1.423 0.30
H 2.440 1.663 -6.329 0.37
C 4.508 4.616 4.432 -0.44
O 0.281 -1.257 -3.704 -0.80
H 5.536 -4.881 0.061 0.36
C 1.833 1.511 -5.444 -0.44
H 6.256 -2.436 0.237 0.33
H 4.970 4.954 5.353 0.35
H -0.987 2.362 -0.527 0.42
C 4.127 4.851 2.083 -0.67
H 2.439 1.212 4.268 0.22
H 4.294 5.373 1.148 0.37
C 4.728 5.314 3.247 -0.45
H 2.907 3.367 1.157 0.11
C 0.653 0.004 -3.965 0.23
C 4.949 -4.066 -0.366 -1.08
```

The calculation puts the HOMO energy (spin up / spin down) at -3.2592 / -3.8465 eV. The charge is -1. The value obtained for the HOMO-LUMO gap (spin up / spin down) is 5.5 / 6.1 eV. Its multiplicity is 2. The LUMO energy (spin up / spin down) is 0.081 / 0.081 Eh.


Computed, not measured: C20H21BrN2O3 in the gas phase, with ωB97M-V/def2-TZVPD.

Structure (XYZ):
```
47
Properties=species:S:1:pos:R:3:mulliken_charge:R:1
O 1.295 -0.718 3.865 -0.51
H 4.369 -1.623 2.997 0.38
O 0.402 1.431 -0.390 -0.52
H 2.043 -1.581 2.156 -0.01
C 2.352 -0.867 2.934 1.10
H -2.793 0.910 4.654 0.39
H 3.517 0.415 1.644 0.34
C 1.422 1.115 0.195 0.94
H -3.137 -2.644 0.180 0.40
C 3.559 -1.407 3.688 -1.69
C 2.640 0.489 2.279 -1.22
H -2.904 3.627 2.984 0.32
C -1.461 -0.543 -2.544 0.30
C -0.847 0.118 4.305 -0.67
H -0.760 2.374 1.209 0.49
C -1.291 -1.960 -0.630 -0.38
H 2.512 1.397 -1.577 0.50
O 1.470 -2.204 0.146 -0.67
C -0.785 1.736 2.075 -0.81
C 1.644 -1.381 -0.728 0.34
C -1.911 1.739 2.885 0.62
C 2.951 -0.608 -0.862 -0.66
H -4.524 -1.467 -1.499 0.40
C -1.928 0.921 4.007 -0.69
N 1.472 0.910 1.535 0.34
C -2.670 -2.053 -0.592 -0.82
N 0.723 -1.027 -1.660 0.03
H 3.643 -1.017 -0.125 0.38
H 3.280 -2.321 4.204 0.40
C -2.838 -0.637 -2.513 -0.51
C -0.657 -1.196 -1.606 0.51
H -0.688 -2.469 0.103 0.51
C 0.305 0.920 2.347 0.54
H -3.180 2.742 1.486 0.36
H 2.835 1.227 3.068 0.44
C 0.275 0.101 3.484 0.38
H -0.844 -0.522 5.173 0.45
H 3.566 1.373 -0.169 0.43
H 1.013 -0.326 -2.334 0.09
Br -0.658 0.516 -3.913 -0.25
C -3.068 2.635 2.562 -1.58
H 3.378 -0.765 -1.854 0.49
H -3.427 -0.116 -3.252 0.39
H -3.991 2.239 2.977 0.38
H 3.897 -0.682 4.425 0.38
C -3.448 -1.395 -1.529 -0.52
C 2.698 0.897 -0.624 -1.49
```

The calculation puts the HOMO energy at -8.0417 eV. The charge is 0. As for the SMILES: Cc1ccc2c(c1)N(C(=O)CCC(=O)Nc1ccccc1Br)C[C@@H](C)O2. The value obtained for the HOMO-LUMO gap is 8.6 eV. The LUMO energy is 0.019 Eh.